DFT (ωB97M-V/def2-TZVPD) results for a 8-piece molecular cluster, C15H38N11O16 overall in a non-equilibrium geometry.

Results
Charge = +1
Calculated total energy = -2399.48507 Ha
Orbital gap = 8.8 eV
Energy relative to the best compared isomer or geometry (same formula, charge and spin) = 61.30 kcal per mole

Element x y z (Å)
N: -0.5684 -3.9250 -0.1468
C: -0.3730 -2.6858 0.2330
C: -1.4075 -1.5111 -0.1445
N: -2.3601 -1.4040 0.9974
C: -2.6461 -0.3126 1.6911
N: -2.0193 0.9592 1.3308
N: -3.5769 -0.3281 2.8348
C: -4.9408 -0.7997 2.4429
C: -5.6116 -1.7578 3.5752
C: -7.0200 -2.3235 2.9852
C: -6.7998 -3.6595 2.1027
O: -7.4825 -3.5945 0.8039
C: -6.5911 -2.9890 -0.1273
O: -6.8636 -1.8918 -0.6684
H: 0.2432 -4.4413 0.2404
H: 0.5213 -2.3711 0.8789
H: -1.9646 -1.6952 -1.1235
H: -0.7736 -0.5675 -0.3123
H: -2.8337 -2.2775 1.2992
H: -2.6192 1.7343 1.6750
H: -2.0040 1.0727 0.2968
H: -3.1971 -0.8781 3.6171
H: -5.6863 0.0710 2.3201
H: -4.9862 -1.3942 1.4703
H: -4.9120 -2.6140 3.8850
H: -5.8954 -1.0734 4.4465
H: -7.7628 -2.5773 3.8249
H: -7.4413 -1.4508 2.3589
H: -5.6731 -3.8586 1.9965
H: -7.2700 -4.5222 2.7044
H: -5.5631 -3.4364 -0.4037
C: 0.3456 2.4047 2.9703
N: 1.5204 3.3072 2.8586
O: 2.1194 3.3158 1.7941
O: 1.7992 3.9718 3.8386
H: 0.2175 1.8784 2.0276
H: 0.5457 1.7033 3.7795
H: -0.5242 3.0233 3.1885
C: 5.9021 2.3289 1.7387
N: 5.3343 1.2189 0.9279
O: 5.3133 1.3617 -0.2835
O: 4.9283 0.2412 1.5367
H: 6.2196 3.1239 1.0713
H: 5.1187 2.6790 2.4098
H: 6.7502 1.9304 2.2940
C: 8.4357 6.5016 0.3984
N: 8.2216 5.3723 1.3406
O: 9.2068 4.8817 1.8607
O: 7.0668 5.0178 1.5246
H: 9.5025 6.7063 0.3333
H: 8.0406 6.2001 -0.5708
H: 7.9004 7.3644 0.7928
C: 0.9143 -5.7319 -3.5470
N: 1.4755 -6.3124 -2.2995
O: 2.2450 -7.2482 -2.4120
O: 1.1199 -5.8024 -1.2475
H: 1.3137 -6.2781 -4.3991
H: -0.1692 -5.8325 -3.4976
H: 1.2129 -4.6862 -3.5859
C: 3.8113 -2.6174 -3.7389
N: 2.5504 -2.2366 -4.4287
O: 2.1958 -1.0737 -4.3469
O: 1.9602 -3.1216 -5.0292
H: 4.2238 -1.7365 -3.2507
H: 3.5661 -3.3856 -3.0061
H: 4.4976 -2.9966 -4.4949
C: -3.5551 -0.5463 -4.9492
N: -2.9971 -1.1079 -3.6914
O: -2.2221 -2.0416 -3.7883
O: -3.3588 -0.5891 -2.6443
H: -3.1483 -1.1020 -5.7916
H: -4.6384 -0.6519 -4.9036
H: -3.2613 0.5013 -4.9997
C: 2.0772 6.0025 -0.3735
N: 2.0278 7.4852 -0.4574
O: 2.9014 8.0395 -1.1022
O: 1.1127 8.0390 0.1278
H: 2.9377 5.6472 -0.9371
H: 2.1689 5.7356 0.6786
H: 1.1516 5.6184 -0.8003



DFT (ωB97M-V/def2-TZVPD) results for C15H39Br2NO16P3S2Si as an isolated structure in a non-equilibrium geometry.

Results
Charge = -1
Calculated total energy = -9111.60389 Ha
Orbital gap = 7.0 eV

Element x y z (Å)
C: -4.1998 2.4013 -1.5817
C: -3.9728 3.1781 -0.3137
Br: -4.0030 5.0732 -0.5286
C: -3.7337 2.5899 0.8505
Br: -3.4226 3.6739 2.3991
S: -3.6192 0.8379 1.1747
O: -4.5656 0.6175 2.2378
O: -3.9579 0.0428 0.0155
N: -2.1756 0.4661 1.7437
S: -0.9407 0.7972 0.7365
O: -0.9864 2.1112 0.1031
O: 0.2667 0.6744 1.5330
Si: -0.6528 -0.6776 -0.8636
C: -0.6565 -2.4489 -0.2031
C: 1.1082 -0.3753 -1.4793
C: -1.7600 -0.4555 -2.3556
H: -4.1930 3.0465 -2.4589
H: -5.1541 1.8756 -1.5532
H: -3.4199 1.6563 -1.7096
H: -1.6045 -2.6049 0.3119
H: -0.5401 -3.0901 -1.0788
H: 0.2068 -2.5682 0.4493
H: 1.2592 0.7049 -1.5537
H: 1.1383 -0.7688 -2.4984
H: 1.8564 -0.8098 -0.8221
H: -1.3955 -1.1658 -3.1093
H: -2.8069 -0.7010 -2.1835
H: -1.6485 0.5339 -2.8043
C: -0.4279 5.0014 -2.9928
O: -0.2589 3.7064 -3.6135
P: 0.4225 3.6873 -5.1223
O: -0.1178 2.4171 -5.6643
O: 1.9378 3.5761 -4.5901
C: 2.2573 2.6552 -3.5480
O: 0.9765 4.4655 -6.4625
C: -0.0238 5.0878 -7.2856
H: -0.8570 4.8554 -2.0047
H: 0.5361 5.5088 -2.8917
H: -1.1066 5.6169 -3.5859
H: 1.6363 1.7625 -3.5953
H: 2.1509 3.1343 -2.5750
H: 3.2975 2.3632 -3.6797
H: -0.6227 5.7885 -6.7014
H: -0.6727 4.3295 -7.7256
H: 0.4871 5.6391 -8.0708
C: 5.1907 -6.7329 -1.0352
O: 4.6645 -5.5303 -1.6274
P: 5.1242 -4.0823 -0.9353
O: 3.9945 -3.2178 -1.3419
O: 6.4328 -3.9436 -1.8788
C: 6.3440 -4.2187 -3.2698
O: 5.9098 -3.1794 0.1868
C: 5.3054 -3.1257 1.4962
H: 4.8251 -7.5805 -1.6093
H: 6.2849 -6.7304 -1.0621
H: 4.8507 -6.8341 -0.0034
H: 5.3669 -3.9534 -3.6730
H: 6.5561 -5.2717 -3.4608
H: 7.1015 -3.6170 -3.7694
H: 5.1688 -4.1305 1.8977
H: 4.3430 -2.6163 1.4446
H: 5.9788 -2.5788 2.1497
C: -2.8855 0.8274 4.7951
O: -2.1177 0.6242 6.0209
P: -2.8122 -0.3109 7.1786
O: -2.1332 0.1874 8.4038
O: -2.2106 -1.7005 6.6234
C: -0.8433 -1.7771 6.2401
O: -4.1014 -1.1395 7.7787
C: -5.2071 -0.3388 8.2236
H: -2.2951 1.4319 4.1172
H: -3.1028 -0.1265 4.3152
H: -3.8177 1.3477 5.0170
H: -0.2170 -1.1240 6.8478
H: -0.7335 -1.5268 5.1849
H: -0.5211 -2.8072 6.3887
H: -5.5567 0.3144 7.4226
H: -4.9125 0.2627 9.0850
H: -6.0154 -1.0112 8.5003



DFT (ωB97M-V/def2-TZVPD) results for a 6-piece molecular cluster, C15H39Br6O12P3 overall in a non-equilibrium geometry.

Results
Charge = 0
Calculated total energy = -17966.21105 Ha
Orbital gap = 10.6 eV
Energy relative to the best compared isomer or geometry (same formula, charge and spin) = 12.49 kcal per mole
SMILES = COP(=O)(OC)OC.COP(=O)(OC)OC.COP(=O)(OC)OC.BrCCBr.BrCCBr.BrCCBr

Element x y z (Å)
C: 13.5758 12.3375 9.1121
O: 13.6354 11.7464 10.4267
P: 14.5339 10.4164 10.4611
O: 14.2796 9.4835 9.3478
O: 16.0090 11.0385 10.4323
C: 16.5807 11.6531 11.5741
O: 14.2879 9.8511 11.9406
C: 14.2477 8.4037 12.0514
H: 14.6186 12.5909 8.8429
H: 13.0738 13.2965 9.2829
H: 13.0654 11.6558 8.4398
H: 15.8368 12.1128 12.2252
H: 17.2843 12.3843 11.2184
H: 17.0512 10.8488 12.1328
H: 13.7081 8.1562 12.9425
H: 15.2941 8.0807 12.1090
H: 13.7108 7.9372 11.2353
C: 6.8402 10.8641 16.6403
O: 7.1573 11.0607 17.9835
P: 8.4034 11.5278 18.7786
O: 8.4822 10.9869 20.1653
O: 8.3764 13.1243 18.6350
C: 8.0626 13.9025 19.7617
O: 9.6386 11.1497 17.8859
C: 10.9180 11.7146 18.0790
H: 7.4059 9.9797 16.2138
H: 7.1452 11.7259 16.0582
H: 5.7457 10.7527 16.5616
H: 8.6269 13.4405 20.5856
H: 6.9889 13.8745 20.0704
H: 8.3992 14.9396 19.5743
H: 11.2782 11.6229 19.0937
H: 10.8282 12.7519 17.8430
H: 11.6281 11.1486 17.4420
C: 17.8961 17.7559 9.7084
O: 16.7469 17.8241 8.8185
P: 15.3040 17.3920 9.3853
O: 14.6296 18.1738 10.4382
O: 15.5898 15.8999 9.8082
C: 14.9580 15.2382 10.9356
O: 14.4885 17.2690 7.9988
C: 13.5792 18.3053 7.7053
H: 17.5670 18.0854 10.7301
H: 18.6563 18.4173 9.2840
H: 18.2374 16.7104 9.7987
H: 14.9179 14.1586 10.7399
H: 13.9395 15.6031 11.0947
H: 15.5661 15.3103 11.8460
H: 13.9611 19.3011 7.7616
H: 12.7422 18.2174 8.3918
H: 13.3458 18.1514 6.6723
Br: 10.8776 8.7671 14.4224
C: 10.9756 7.8721 16.1496
C: 12.1238 6.9402 16.2590
Br: 12.3422 6.6033 18.1876
H: 9.9696 7.5014 16.3803
H: 11.1954 8.7491 16.7667
H: 13.1227 7.3039 15.9869
H: 11.8482 6.0423 15.7522
Br: 10.9502 15.9114 17.9039
C: 11.6364 17.3050 16.7173
C: 12.8230 16.7255 15.9899
Br: 13.3363 17.9935 14.5351
H: 12.0724 18.0612 17.3368
H: 10.8135 17.6702 16.0818
H: 12.6880 15.7449 15.5162
H: 13.7034 16.7186 16.6471
Br: 14.9679 10.1509 17.0983
C: 15.0869 11.6193 15.7778
C: 13.7509 12.1259 15.3942
Br: 13.8645 13.1163 13.7397
H: 15.5735 11.0836 14.9571
H: 15.7623 12.3413 16.2214
H: 13.2733 12.8161 16.0675
H: 13.0964 11.2776 15.1814



DFT (ωB97M-V/def2-TZVPD) results for a 7-piece molecular cluster, C15H39Cl9O16P4 overall in a non-equilibrium geometry.

Results
Charge = 0
Calculated total energy = -7306.13650 Ha
Orbital gap = 10.6 eV
Energy relative to the best compared isomer or geometry (same formula, charge and spin) = 102.86 kcal per mole
SMILES = COP(=O)(OC)OC.COP(=O)(OC)OC.COP(=O)(OC)OC.COP(=O)(OC)OC.ClC(Cl)Cl.ClC(Cl)Cl.ClC(Cl)Cl

Element x y z (Å)
C: -3.1548 5.5102 -0.9505
O: -4.5477 5.4459 -0.9459
P: -5.3264 4.0459 -0.8045
O: -4.6160 2.9524 -0.1351
O: -6.7526 4.5029 -0.2810
C: -7.8298 3.7127 -0.0623
O: -5.6292 3.7155 -2.3529
C: -6.3962 4.7530 -3.0750
H: -2.7958 6.4566 -1.3549
H: -2.7038 4.7707 -1.6122
H: -2.8052 5.4358 0.0792
H: -7.5448 2.6627 -0.1286
H: -8.6157 3.8985 -0.7944
H: -8.2297 3.8253 0.9454
H: -5.9431 5.0814 -4.0104
H: -6.4946 5.6907 -2.5279
H: -7.3830 4.3957 -3.3695
C: 0.3870 -2.5316 3.8305
O: -0.2386 -1.1766 4.1711
P: 0.5214 0.2085 4.3739
O: 1.6082 0.5819 3.4243
O: 1.0875 -0.1077 5.8327
C: 2.4057 -0.5063 6.0982
O: -0.6792 1.2863 4.6417
C: -1.4599 1.8041 3.5444
H: -0.0316 -2.9925 2.9358
H: 0.3957 -3.2526 4.6479
H: 1.4047 -2.4089 3.4600
H: 2.7139 -1.2415 5.3548
H: 2.5675 -0.9487 7.0811
H: 3.0213 0.3927 6.1301
H: -2.4874 1.6480 3.8729
H: -1.1567 1.2692 2.6444
H: -1.3139 2.8797 3.4449
C: 5.6871 -2.7569 -0.0698
O: 5.3189 -4.0273 -0.4288
P: 5.5350 -4.5969 -1.9422
O: 4.8825 -3.8153 -3.0415
O: 5.1433 -6.1795 -1.9576
C: 3.7476 -6.4351 -1.6089
O: 7.2051 -4.6135 -2.2074
C: 7.8345 -3.4028 -2.7825
H: 6.4127 -2.7675 0.7435
H: 4.8309 -2.2743 0.4015
H: 6.1471 -2.2802 -0.9354
H: 3.1376 -6.7367 -2.4604
H: 3.2910 -5.5962 -1.0836
H: 3.7703 -7.2386 -0.8727
H: 8.5559 -3.0748 -2.0341
H: 7.1120 -2.5928 -2.8815
H: 8.3257 -3.5101 -3.7497
C: -0.9141 -2.7195 -2.1338
O: -1.3556 -1.9950 -0.9837
P: -2.6813 -2.6766 -0.2611
O: -2.4136 -4.1104 0.0251
O: -3.0007 -1.7190 1.0421
C: -3.9553 -2.0743 2.0857
O: -4.0089 -2.3938 -1.2125
C: -4.2820 -1.1273 -1.6663
H: -0.4860 -3.6822 -1.8543
H: -0.3542 -2.0899 -2.8253
H: -1.7486 -3.0709 -2.7406
H: -4.4809 -1.1731 2.4017
H: -3.5823 -2.4488 3.0389
H: -4.6783 -2.7805 1.6775
H: -3.4623 -0.4601 -1.4000
H: -5.1598 -0.8277 -1.0937
H: -4.4725 -1.0994 -2.7392
Cl: -2.5636 1.1800 -6.4146
C: -1.1474 2.0855 -5.7962
Cl: -1.6405 3.7740 -5.3412
Cl: 0.1267 2.2072 -7.0760
H: -0.6842 1.6439 -4.9139
Cl: 5.1177 3.8683 4.5909
C: 6.2340 2.8562 3.6274
Cl: 6.9232 1.5073 4.4539
Cl: 7.2974 3.8255 2.6444
H: 5.6537 2.3163 2.8791
Cl: 4.8641 3.0420 -1.6539
C: 3.3494 2.2351 -1.3539
Cl: 3.0659 1.1753 -2.7617
Cl: 2.0305 3.3214 -0.9226
H: 3.4952 1.5497 -0.5190



DFT (ωB97M-V/def2-TZVPD) results for C15H39ClCoI2P3 as an isolated structure in a non-equilibrium geometry.

Results
Charge = +2
2S+1 = 5
Calculated total energy = -4056.76748 Ha
Orbital gap (alpha / beta) = 5.3 / 6.4 eV
Energy relative to the best compared isomer or geometry (same formula, charge and spin) = 4.65 kcal per mole
<S²> = 6.292

Element x y z (Å)
I: 1.7625 -1.3297 0.7362
I: -0.0747 -0.5015 -1.4998
Co: 2.1014 -2.6442 -1.7231
P: 3.1902 -0.5426 -2.0598
C: 2.8895 1.1830 -1.5407
C: 4.8521 -0.8782 -1.4180
H: 5.5369 -0.1786 -1.9039
H: 4.1226 0.2224 -4.1037
H: 5.1238 -1.9130 -1.6456
H: 3.4834 -1.4567 -4.2572
H: 3.1550 1.3387 -0.4916
H: 4.8426 -0.7212 -0.3360
C: 3.3004 -0.4551 -3.8546
H: 3.4964 1.8463 -2.1686
H: 2.3535 -0.0649 -4.2432
H: 1.8380 1.4580 -1.6783
P: 0.1542 -3.6573 -0.7265
C: -1.2053 -3.0329 0.3352
C: -0.7000 -4.4002 -2.1291
H: 1.7166 -5.4196 -0.2821
H: 0.0923 -5.7343 0.4228
H: 1.2143 -4.5777 1.2146
C: 0.8727 -4.9877 0.2607
H: 0.0422 -4.7637 -2.8440
H: -1.3072 -5.2228 -1.7455
H: -1.8070 -3.8865 0.6749
H: -1.8472 -2.3389 -0.2194
H: -1.3318 -3.6408 -2.5971
H: -0.8123 -2.5078 1.2125
Cl: 3.1369 -4.1600 -2.8066
C: -2.7975 1.6534 -1.3366
C: -1.6870 2.2682 -0.4573
C: -2.0443 3.7058 -0.0943
P: -1.2097 1.1013 0.9448
C: 0.3371 1.6910 1.8210
C: 0.6014 3.1902 1.8591
C: 0.4660 1.0470 3.2141
C: -2.5448 1.1412 2.2283
C: -2.7027 2.4898 2.9354
C: -3.8742 0.6054 1.6665
H: -3.7943 1.7934 -0.8978
H: -2.6538 0.5895 -1.5452
H: -2.7934 2.1856 -2.2947
H: -0.7600 2.3077 -1.0461
H: -3.0645 3.7823 0.3107
H: -1.3383 4.1701 0.5932
H: -2.0060 4.2983 -1.0195
H: 1.1371 1.2509 1.1916
H: -0.1690 3.7542 2.4085
H: 1.5665 3.3499 2.3654
H: 0.7153 3.6035 0.8486
H: 1.4540 1.3011 3.6232
H: -0.2846 1.4261 3.9163
H: 0.3860 -0.0485 3.1796
H: -2.1822 0.4120 2.9702
H: -2.9681 3.2955 2.2362
H: -3.5203 2.3927 3.6609
H: -1.8147 2.7966 3.4960
H: -4.3905 1.3622 1.0578
H: -3.7304 -0.3066 1.0704
H: -4.5251 0.3572 2.5113



DFT (ωB97M-V/def2-TZVPD) results for C15H39ClGaN2O6 as an isolated structure.

Results
Charge = -1
Calculated total energy = -3540.84178 Ha
Orbital gap = 7.7 eV

Element x y z (Å)
C: -2.6542 2.1529 1.8654
C: -3.1788 0.7975 1.4356
O: -2.8877 -0.0881 2.5098
C: -2.5683 0.3135 0.0979
O: -1.4303 -0.4419 0.2960
Ga: -0.7128 -1.2541 -1.2293
Cl: 0.9036 -2.5969 -0.4049
H: -2.9282 2.9304 1.1487
H: -1.5633 2.1094 1.9179
H: -3.0447 2.4235 2.8495
H: -4.2699 0.8529 1.2954
H: -2.9361 -0.9881 2.1716
H: -2.3831 1.2208 -0.5103
H: -3.3532 -0.2543 -0.4411
H: -0.0490 -0.1514 -2.1711
H: -1.8452 -2.1661 -1.8932
C: 0.7592 5.0136 1.6898
O: -0.6343 5.2293 1.7048
C: -1.2201 5.2894 2.9976
C: -1.7904 6.6662 3.2597
N: -0.7327 7.6575 3.3615
C: -1.1751 9.0401 3.4300
C: -1.9705 9.6024 2.2545
O: -1.2220 9.7383 1.0603
C: -1.1730 8.5860 0.2402
H: 1.0426 4.8260 0.6558
H: 1.3224 5.8776 2.0656
H: 1.0355 4.1404 2.2892
H: -0.4805 5.0325 3.7628
H: -2.0243 4.5520 3.0374
H: -2.3491 6.6429 4.2018
H: -2.5142 6.8796 2.4603
H: -0.0913 7.5393 2.5880
H: -0.2916 9.6696 3.5626
H: -1.7884 9.1599 4.3314
H: -2.2916 10.6116 2.5251
H: -2.8732 9.0105 2.0591
H: -2.1169 8.0327 0.2727
H: -0.3730 7.8967 0.5224
H: -0.9969 8.9227 -0.7807
C: 4.5371 -9.4989 -1.8541
O: 3.1719 -9.6458 -2.1677
C: 2.2772 -9.1764 -1.1618
C: 1.5469 -7.9259 -1.5993
N: 2.4526 -6.8012 -1.7079
C: 1.8560 -5.5631 -2.2033
C: 1.2604 -5.5713 -3.6031
O: 2.2120 -5.7312 -4.6513
C: 2.5376 -7.0616 -4.9716
H: 5.1019 -10.0266 -2.6217
H: 4.8567 -8.4511 -1.8367
H: 4.7741 -9.9370 -0.8777
H: 2.8301 -8.9763 -0.2381
H: 1.5531 -9.9723 -0.9683
H: 0.7916 -7.6938 -0.8403
H: 1.0030 -8.1564 -2.5282
H: 3.2428 -7.0564 -2.2851
H: 2.6170 -4.7826 -2.1618
H: 1.0753 -5.2442 -1.5078
H: 0.7953 -4.5970 -3.7607
H: 0.4782 -6.3337 -3.7130
H: 1.6689 -7.7234 -4.8742
H: 3.3377 -7.4726 -4.3464
H: 2.8732 -7.0781 -6.0094